Entry 1:
Density functional theory data (ωB97M-V/def2-TZVPD) for a structure of composition C29H32F6N3O8PS3Si2W in a non-equilibrium geometry.

Structure (XYZ):
```
85
Properties=species:S:1:pos:R:3:forces:R:3:mulliken_spin:R:1
C -3.405 -0.987 1.932 0.057 0.025 -0.244 0.00
C -0.056 1.800 2.396 -0.616 -0.577 -0.910 0.04
P -2.281 2.736 -2.001 -0.760 -0.880 -1.621 0.00
O 0.063 -2.022 3.181 -0.053 0.281 0.149 0.00
S -3.037 -0.250 0.355 -2.535 0.488 0.747 0.03
H 2.344 2.849 5.423 -0.044 0.071 -0.115 0.00
C 2.839 2.385 -3.043 0.894 0.738 0.862 0.00
S -0.842 5.029 0.912 0.074 0.419 0.396 0.04
H 3.947 3.498 -0.077 0.045 0.007 0.144 0.00
H -2.050 -2.599 4.547 0.005 -0.019 0.134 0.00
H 1.652 -2.957 1.376 -0.077 -0.105 0.001 0.00
C 2.832 -1.032 -1.768 -0.940 0.453 0.393 0.00
O -0.570 -0.547 1.347 1.044 0.309 0.224 -0.01
H 3.523 -1.865 -1.846 -0.125 -0.267 0.196 0.00
H -4.365 -2.259 5.433 0.002 -0.013 0.052 0.00
N -1.101 2.756 -0.640 -0.285 1.450 0.347 0.06
S -0.810 -1.854 2.066 -0.288 -0.944 0.247 0.00
H -4.087 -1.127 -2.706 -0.045 -0.025 0.132 0.00
C 0.617 -3.045 -1.503 -0.633 0.953 0.356 0.00
O -2.025 -1.060 -0.479 0.303 0.565 0.139 0.08
F -2.063 4.287 -2.272 0.057 -0.064 0.233 0.00
C -4.694 -0.780 2.408 0.026 -0.017 -0.268 0.00
H 2.612 -3.797 -1.554 0.223 -0.037 -0.012 0.00
H 5.457 3.114 -3.305 -0.157 0.043 0.020 0.00
H 2.102 -5.825 -2.808 0.083 -0.077 -0.009 0.00
O 4.087 3.125 4.334 0.238 -0.062 -0.189 0.00
H -5.400 -0.273 1.772 -0.198 0.038 0.027 0.00
H -2.554 -0.980 -3.535 0.140 -0.019 0.070 0.00
H 1.075 1.243 -3.315 -0.009 0.018 0.223 0.00
C -5.036 -1.231 3.674 0.181 -0.049 -0.043 0.00
H 3.213 -2.498 0.730 0.093 0.095 -0.390 0.00
H 3.086 2.373 -4.091 -0.076 -0.060 -0.157 0.00
H 4.664 4.683 -3.026 -0.023 -0.192 -0.023 0.00
H -2.013 -4.743 -2.808 -0.284 -0.200 -0.166 0.00
H 2.309 -1.392 1.747 0.079 0.109 0.159 0.00
C 1.714 1.750 -2.602 -1.207 -0.579 0.509 0.01
H 0.072 2.412 4.415 -0.121 -0.077 0.165 0.00
O 5.771 3.952 -1.438 -0.008 -0.018 0.220 0.00
C -2.809 -2.092 3.971 0.229 0.003 -0.156 0.00
C 3.689 3.033 -2.117 -0.496 -0.491 -1.009 0.00
N 1.310 1.697 -1.295 2.385 0.796 0.596 -0.01
H 2.508 -0.798 -2.778 -0.069 0.023 -0.187 0.00
H 3.416 -0.188 -1.404 0.089 0.191 0.118 0.00
F -0.968 2.319 -2.911 -0.550 0.844 0.013 0.00
O -0.911 -2.916 1.104 0.103 -0.136 0.149 0.00
H -4.006 -4.265 -0.962 -0.037 -0.079 -0.237 0.00
C -3.598 -3.415 -0.426 0.697 0.365 -0.264 0.00
C 0.579 2.344 3.469 1.351 0.639 -0.062 -0.01
C 1.593 -3.986 -1.848 0.027 0.512 0.196 0.01
H 3.432 3.228 1.925 0.072 -0.006 -0.091 0.00
O -2.267 0.973 0.633 0.605 -0.030 0.121 0.00
C 2.215 -2.132 0.955 -0.749 0.702 -0.155 0.00
F -3.232 2.586 -3.241 -0.183 0.131 -0.216 0.00
C 2.708 3.314 4.498 -0.124 0.141 0.263 0.00
W -0.360 0.583 -0.473 -0.882 -1.843 2.140 0.65
H -6.036 -1.065 4.042 -0.067 0.005 0.036 0.00
C 2.148 2.345 -0.383 0.308 -0.466 -2.737 0.01
C -0.719 -3.346 -1.842 -0.205 0.304 0.071 -0.01
F -3.501 2.957 -0.986 0.498 0.197 -0.155 0.00
H 2.567 4.396 4.591 -0.086 -0.105 0.040 0.00
H -3.506 -2.436 -3.719 -0.024 -0.320 -0.081 0.00
Si 1.301 -1.413 -0.596 2.227 -2.178 -0.914 -0.01
C -0.989 -4.526 -2.549 -0.140 0.467 0.220 0.00
C -1.000 3.764 0.060 0.057 -1.335 -0.979 0.00
F -2.455 1.049 -1.771 -0.221 1.553 -0.316 0.02
C -4.096 -1.895 4.453 -0.011 0.035 -0.204 0.00
C 3.321 3.002 -0.798 -0.990 -0.410 0.841 0.00
Si -2.344 -2.441 -1.485 -0.838 -1.340 -1.212 -0.01
O -4.283 -0.113 -0.304 0.106 -0.098 0.111 0.00
H 6.602 4.341 -1.731 -0.043 0.010 0.024 0.00
C 4.944 3.728 -2.552 0.096 0.115 -0.354 0.00
H -1.075 1.441 2.496 0.267 -0.050 -0.035 0.00
C 1.907 2.817 3.325 -1.115 -0.442 0.374 0.01
C 2.444 2.818 2.064 -0.242 -0.307 -1.219 0.00
H -3.133 -3.797 0.480 0.098 0.000 0.005 0.00
C -3.198 -1.681 -3.005 0.485 -0.137 0.621 0.00
N 0.496 1.663 1.156 2.318 1.928 1.102 -0.02
H 4.289 2.183 4.364 0.026 0.036 0.077 0.00
H -4.434 -2.775 -0.144 -0.108 0.042 -0.099 0.00
C 0.002 -5.410 -2.920 0.160 -0.113 -0.026 0.00
C 1.308 -5.142 -2.550 -0.156 -0.034 0.004 0.00
C 1.727 2.292 0.971 -1.657 -0.712 2.235 0.04
C -2.464 -1.621 2.714 0.650 0.105 -0.023 0.00
F -0.466 0.013 -2.231 1.095 -0.218 -0.598 0.05
H -0.243 -6.299 -3.481 -0.019 -0.080 -0.029 0.00
```
Positions in Å, forces in eV/Å.

Spin multiplicity   2
Net charge   +1
Max |F|   0.0631 Eh/bohr
Kohn-Sham gap (spin up / spin down)   6.851 / 6.434 eV
Highest occupied orbital energy (spin up / spin down)   -11.24 / -11.24 eV

---

Entry 2:
Density functional theory data (ωB97M-V/def2-TZVPD) for an isolated molecule of C7H9N in a non-equilibrium geometry.

Structure (XYZ):
```
17
Properties=species:S:1:pos:R:3:forces:R:3:mulliken_charge:R:1
C 1.484 -1.038 0.273 -0.264 -0.240 -1.777 -0.46
H -1.094 -2.750 0.052 0.489 1.224 0.086 0.35
C -1.947 0.454 -0.039 0.048 -1.039 -0.858 -0.74
C 0.023 1.977 0.198 3.777 0.749 -3.616 -0.99
H 2.448 0.610 -0.721 0.287 -1.199 0.102 0.33
N -2.142 -0.909 -0.006 -2.720 -1.494 -0.912 -0.04
C 0.032 -0.733 0.016 0.804 2.686 1.788 0.50
H 1.561 -2.033 0.737 0.551 0.521 -0.046 0.27
C 2.566 -0.403 -0.266 -0.943 0.022 1.358 -0.71
H 0.010 2.687 -0.734 -0.410 -1.399 1.333 0.21
C -1.005 -1.639 0.063 0.442 0.217 -0.463 -0.78
H -2.999 -1.404 -0.358 1.138 1.222 0.771 0.27
C -0.599 0.690 0.062 -1.464 -3.909 -0.765 0.68
H -0.245 2.572 0.999 -0.567 0.890 1.870 0.35
H -2.789 1.021 -0.442 0.421 0.307 0.802 0.33
H 3.583 -0.790 -0.058 -0.777 0.394 -0.283 0.26
H 1.112 1.688 0.222 -0.811 1.048 0.610 0.14
```
Positions in Å, forces in eV/Å.

Net charge   0
Max |F|   0.1027 Eh/bohr
Kohn-Sham gap   9.054 eV
SMILES string   C=Cc1c[nH]cc1C
Highest occupied orbital energy   -8.08 eV

---

Entry 3:
Density functional theory data (ωB97M-V/def2-TZVPD) for a structure of composition C14H17BFeN9O2 in a non-equilibrium geometry.

Structure (XYZ):
```
44
Properties=species:S:1:pos:R:3:forces:R:3:mulliken_spin:R:1
N 1.061 -0.465 -1.321 0.130 -0.045 -0.161 0.01
H 1.983 -0.739 -3.206 -0.124 0.095 0.000 0.00
N -0.578 1.370 -0.840 -0.058 0.165 -0.072 -0.01
N -1.359 -1.280 0.137 0.648 0.208 1.324 0.12
C -2.940 -2.516 -0.827 0.065 0.031 0.166 0.00
C -0.625 0.834 -5.301 0.012 0.156 0.083 0.00
N 1.575 -0.926 6.042 -0.147 -0.027 -0.536 0.00
N -0.347 1.390 0.487 0.123 -1.181 1.091 0.19
C 0.555 0.064 5.571 -0.342 0.283 -0.544 0.00
H -0.991 0.848 -6.313 0.009 -0.105 0.010 0.00
C -2.323 -1.713 -1.773 -0.047 -0.102 0.154 0.05
H 1.086 2.292 -5.259 0.059 0.005 0.027 0.00
N 0.565 1.365 -3.470 0.534 0.141 0.069 0.00
N -1.375 -0.974 -1.180 -0.197 -0.100 -0.174 0.01
H -1.243 4.472 -0.087 0.007 0.006 -0.040 0.00
H 2.483 -0.494 6.208 0.062 0.004 0.064 0.00
H 1.294 -1.431 6.882 -0.012 -0.040 0.044 0.00
H -0.473 2.864 1.984 -0.020 -0.025 -0.026 0.00
H 3.220 -1.371 0.857 -0.032 0.007 0.008 0.00
H -2.528 -1.657 -2.825 0.069 0.060 0.010 0.00
H -1.951 -0.550 -4.225 0.019 0.021 0.012 0.00
H 1.667 -1.578 5.231 0.145 -0.052 0.364 0.00
C -0.982 3.430 -0.120 0.046 -0.162 0.138 0.01
C 0.371 -0.124 4.057 0.394 -0.243 0.621 -0.02
C -1.124 0.135 -4.237 -0.016 -0.089 -0.253 0.00
H 0.853 1.088 5.775 0.104 -0.051 0.126 0.00
O 0.926 -1.128 3.533 -0.193 -0.123 -0.931 0.05
C -2.297 -2.210 0.361 -0.208 -0.144 -0.160 0.00
N 1.449 -0.661 -0.044 -0.775 -0.160 1.470 0.14
Fe 0.006 -0.424 1.477 0.261 1.380 -1.800 4.30
H 4.092 -1.599 -1.716 0.000 0.016 -0.023 0.00
H -3.741 -3.216 -0.978 0.008 -0.002 -0.038 0.00
C 2.702 -1.139 -0.059 0.251 -0.085 -0.145 0.01
C 0.441 1.588 -4.760 -0.407 -0.120 -0.007 0.00
C -0.961 2.593 -1.229 -0.005 0.069 0.121 0.05
O -0.305 0.683 3.405 -0.293 -0.114 -0.945 0.06
N -0.380 0.449 -3.138 -0.264 -0.145 0.274 0.00
B -0.354 0.080 -1.674 0.180 0.372 -0.634 -0.06
H -1.191 2.815 -2.256 0.057 -0.095 -0.054 0.00
C 3.136 -1.251 -1.369 -0.092 -0.008 0.181 0.01
C -0.590 2.627 0.939 -0.130 0.307 -0.042 0.01
H -0.407 -0.116 6.049 0.062 -0.058 0.111 0.00
C 2.064 -0.815 -2.136 0.113 -0.071 0.112 0.05
H -2.462 -2.610 1.349 0.002 0.020 0.004 0.00
```
Positions in Å, forces in eV/Å.

Spin multiplicity   6
Net charge   +2
Max |F|   0.0444 Eh/bohr
Kohn-Sham gap (spin up / spin down)   8.146 / 5.024 eV
Highest occupied orbital energy (spin up / spin down)   -14.03 / -14.02 eV

---

Entry 4:
Density functional theory data (ωB97M-V/def2-TZVPD) for an isolated molecule of CH3BrClN in a non-equilibrium geometry.

Structure (XYZ):
```
7
Properties=species:S:1:pos:R:3:forces:R:3:mulliken_charge:R:1
Cl -1.402 2.257 0.123 0.140 -1.035 -0.380 -0.26
H 1.006 0.357 -0.007 0.743 0.467 -0.268 0.25
H -0.817 0.436 -1.329 0.323 0.207 -2.591 0.39
Br -2.504 -0.642 -0.012 -0.468 -0.366 0.316 -0.07
N 0.155 0.010 0.361 -0.336 -0.901 0.825 -0.45
C -0.948 0.386 -0.319 -1.146 1.828 0.932 -0.14
H -0.028 0.301 1.295 0.745 -0.199 1.166 0.28
```
Positions in Å, forces in eV/Å.

Net charge   0
Max |F|   0.0509 Eh/bohr
Kohn-Sham gap   10.948 eV
SMILES string   N[C@H](Cl)Br
Highest occupied orbital energy   -10.27 eV

---

Let's list DFT total energy in order: -4671.72036 -326.81486 -2475.09729 -3128.85023 a.u..